Here is a structure of composition C17H29N2PrS at a distorted geometry from the OMol25 dataset. Energies are from the ωB97M-V functional and the def2-TZVPD basis.

Results
- DFT total energy (Ha) = -1689.144953
- <S²> = 2.15
- charge = +2
- multiplicity = 3

Positions of all 50 atoms, in Å:
C1 1.351 2.242 -1.491
H1 2.257 2.691 -1.075
H2 1.524 1.360 -2.139
H3 2.139 0.959 1.472
C2 0.087 2.956 -1.284
H4 -0.798 2.391 -1.642
H5 -0.106 3.256 -0.222
C3 0.350 4.196 -2.136
H6 -0.529 4.826 -2.141
H7 1.175 4.756 -1.724
H8 0.583 3.880 -3.143
C4 -1.002 -1.767 -0.273
C5 -1.625 -0.912 -1.225
C6 -0.665 -0.563 -2.230
C7 0.559 -1.195 -1.889
C8 0.345 -1.946 -0.673
C9 1.308 -2.896 -0.052
C10 1.795 -1.234 -2.721
C11 -0.935 0.203 -3.475
C12 -3.073 -0.563 -1.245
C13 -1.662 -2.437 0.872
Pr1 0.546 0.767 0.174
H9 2.685 -1.452 -2.114
H10 1.731 -2.007 -3.508
H11 1.968 -0.275 -3.228
H12 2.331 -2.753 -0.434
H13 1.343 -2.766 1.043
H14 1.030 -3.951 -0.237
H15 -2.608 -1.951 1.115
H16 -1.879 -3.492 0.660
H17 -1.030 -2.405 1.764
H18 -3.262 0.367 -1.813
H19 -3.697 -1.358 -1.709
H20 -3.458 -0.410 -0.219
H21 -0.135 0.917 -3.687
H22 -1.018 -0.463 -4.346
H23 -1.869 0.764 -3.401
C14 0.824 -1.704 4.173
N1 0.379 -0.360 3.844
C15 -0.609 0.408 4.452
C16 -0.684 1.601 3.847
N2 0.238 1.546 2.797
C17 0.898 0.347 2.837
S1 2.275 -0.292 1.941
H24 0.460 -2.434 3.428
H25 1.923 -1.757 4.232
H26 0.384 -1.937 5.155
H27 -1.128 -0.025 5.325
H28 -1.298 2.472 4.037
H29 0.580 2.400 2.309

Charges per atom according to Mulliken partitioning, unit e: -0.9137, 0.6293, 0.1891, 0.2419, 0.1837, 0.1849, 0.1163, -1.4349, 0.4098, 0.3851, 0.3721, 0.6352, 0.5925, 0.6411, 0.0940, 0.4257, -1.0957, -1.6057, -1.3642, -1.8682, -1.2423, 0.4537, 0.3739, 0.3561, 0.3783, 0.2950, 0.1580, 0.3455, 0.3597, 0.3454, 0.0833, 0.3953, 0.3265, 0.3867, 0.3226, 0.3528, 0.3582, -0.7413, 0.2109, -0.1106, -0.6548, 0.0004, 0.2280, -0.0333, 0.2517, 0.4113, 0.3049, 0.4572, 0.4727, 0.3360

Here is a structure of composition C17H29N3PdS2Sb from the OMol25 dataset. Energies are from the ωB97M-V functional and the def2-TZVPD basis.

Results
- DFT total energy (Ha) = -1993.933712
- relative energy (zero: lowest compared OMol25 entry of this formula, charge and spin) (kcal/mol) = 0.0
- charge = -1

Positions of all 53 atoms, in Å:
Pd1 0.246 -0.210 0.259
C1 -2.233 -4.012 -2.497
S1 -0.495 -4.346 -2.136
C2 -0.044 -2.708 -1.560
S2 0.608 -2.567 0.023
N1 -0.254 -1.765 -2.430
N2 -0.171 -0.505 -1.918
C3 0.362 0.390 -2.685
C4 0.475 1.753 -2.197
C5 0.606 2.835 -3.079
C6 0.766 4.106 -2.573
C7 0.770 4.290 -1.192
C8 0.602 3.174 -0.392
N3 0.489 1.937 -0.864
H1 -2.687 -4.947 -2.829
H2 -2.320 -3.262 -3.280
H3 -2.738 -3.666 -1.596
H4 0.736 0.132 -3.673
H5 0.570 2.657 -4.146
H6 0.882 4.950 -3.243
H7 0.910 5.267 -0.748
H8 0.573 3.257 0.692
C9 -1.050 1.691 5.589
C10 0.055 1.864 4.552
C11 0.217 3.346 4.209
Sb1 -0.196 0.709 2.679
C12 -2.317 0.271 2.924
C13 -2.717 -0.918 2.059
C14 -3.123 1.512 2.544
C15 0.536 -1.163 3.561
C16 2.044 -1.257 3.357
C17 0.177 -1.438 5.016
H9 -0.821 2.263 6.497
H10 -1.199 0.654 5.881
H11 -2.004 2.064 5.209
H12 1.003 1.498 4.958
H13 -0.694 3.746 3.751
H14 1.033 3.514 3.503
H15 0.419 3.946 5.106
H16 -2.488 0.028 3.975
H17 -2.421 -0.768 1.018
H18 -3.805 -1.056 2.089
H19 -2.248 -1.847 2.385
H20 -2.954 1.767 1.494
H21 -2.856 2.388 3.141
H22 -4.199 1.339 2.672
H23 0.050 -1.907 2.926
H24 2.571 -0.475 3.917
H25 2.304 -1.156 2.302
H26 2.424 -2.223 3.710
H27 0.605 -0.693 5.691
H28 0.569 -2.414 5.327
H29 -0.904 -1.459 5.177

Charges per atom according to natural (NBO) partitioning, unit e: 0.0877, -0.7399, 0.1935, -0.1060, -0.3259, -0.4021, -0.2527, -0.0685, 0.1565, -0.2444, -0.1853, -0.3034, 0.0554, -0.4502, 0.2065, 0.2216, 0.2147, 0.1772, 0.2079, 0.2023, 0.2072, 0.1938, -0.6263, -0.5231, -0.6213, 1.0481, -0.5290, -0.6313, -0.6265, -0.5286, -0.6308, -0.6208, 0.1894, 0.2137, 0.1987, 0.2008, 0.1953, 0.2077, 0.1873, 0.1967, 0.2306, 0.1861, 0.2150, 0.2125, 0.1935, 0.1914, 0.2297, 0.1807, 0.2402, 0.1915, 0.1900, 0.1946, 0.1986

Here is a cluster of 2 separate species, C17H29N4O9 in total at a distorted geometry from the OMol25 dataset. Energies are from the ωB97M-V functional and the def2-TZVPD basis.

Results
- DFT total energy (Ha) = -1561.585199
- relative energy (zero: lowest compared OMol25 entry of this formula, charge and spin) (kcal/mol) = 0.0
- charge = -1

Positions of all 59 atoms, in Å:
O1 -1.585 -5.217 1.786
O2 -1.229 0.446 -3.427
O3 -0.199 1.387 1.061
O4 5.179 3.715 -0.399
O5 4.010 -0.187 -1.060
O6 -4.220 -2.780 0.650
O7 1.524 0.862 2.323
O8 3.864 4.916 0.995
O9 2.016 -1.099 -0.509
C1 -1.293 -4.574 0.784
C2 -0.568 1.454 -3.223
C3 0.419 0.592 1.807
C4 4.101 3.873 0.158
C5 2.790 -0.128 -1.036
C6 -3.615 -2.532 1.689
N1 -1.033 2.463 -2.406
N2 -4.324 -2.313 2.803
N3 1.618 3.392 0.275
N4 -1.435 -3.258 0.690
C7 -0.722 -5.270 -0.427
C8 -2.239 2.301 -1.606
C9 -3.809 -1.993 4.134
C10 0.803 1.592 -3.874
C11 -0.172 -0.798 2.092
C12 2.954 2.848 -0.073
C13 1.849 0.703 -3.184
C14 2.875 2.378 -1.541
C15 2.078 1.057 -1.697
C16 -1.607 -0.976 1.570
C17 -2.073 -2.434 1.723
H1 4.698 5.402 1.020
H2 2.628 -1.666 -0.019
H3 -0.320 3.085 -2.031
H4 -5.321 -2.387 2.682
H5 1.702 3.985 1.102
H6 0.967 2.614 0.502
H7 -1.189 -2.802 -0.175
H8 -0.684 -6.340 -0.232
H9 0.279 -4.889 -0.617
H10 -1.363 -5.072 -1.284
H11 -2.129 1.457 -0.916
H12 -3.107 2.121 -2.248
H13 -2.422 3.205 -1.018
H14 -4.641 -1.836 4.823
H15 -3.209 -1.081 4.098
H16 -3.194 -2.815 4.506
H17 0.716 1.298 -4.924
H18 1.114 2.638 -3.856
H19 -0.176 -0.974 3.171
H20 0.474 -1.553 1.639
H21 3.176 2.001 0.586
H22 1.508 -0.337 -3.255
H23 2.801 0.770 -3.723
H24 2.412 3.177 -2.123
H25 3.881 2.226 -1.944
H26 1.116 1.162 -1.188
H27 -2.265 -0.316 2.136
H28 -1.663 -0.699 0.516
H29 -1.745 -2.796 2.696

Charges per atom according to natural (NBO) partitioning, unit e: -0.6568, -0.6445, -0.8045, -0.6234, -0.6197, -0.6431, -0.7756, -0.6825, -0.6757, 0.6820, 0.6739, 0.7720, 0.7995, 0.8140, 0.6762, -0.6229, -0.6136, -0.9049, -0.5905, -0.7048, -0.4137, -0.4180, -0.4860, -0.5082, -0.1663, -0.3708, -0.3798, -0.3511, -0.3893, -0.1378, 0.4890, 0.4959, 0.4060, 0.4010, 0.3647, 0.4266, 0.4072, 0.2328, 0.2223, 0.2270, 0.2240, 0.1968, 0.2036, 0.2061, 0.2027, 0.2017, 0.2298, 0.2033, 0.2033, 0.2114, 0.2374, 0.2208, 0.2094, 0.2043, 0.2342, 0.2525, 0.2088, 0.2250, 0.2184

Here is a structure of composition C17H29N8O5STi at a distorted geometry from the OMol25 dataset. Energies are from the ωB97M-V functional and the def2-TZVPD basis.

Results
- DFT total energy (Ha) = -2727.017367
- <S²> = 2.01
- charge = +1
- multiplicity = 3

Positions of all 61 atoms, in Å:
Ti1 -0.230 1.080 0.360
C1 -1.460 0.268 -4.794
N1 -1.410 1.087 -3.596
C2 -1.332 2.527 -3.820
C3 -1.342 0.603 -2.363
O1 -1.269 1.340 -1.366
C4 -1.380 -0.904 -2.127
O2 -1.425 -1.132 -0.739
C5 -2.705 -1.158 -0.147
C6 -2.669 -0.332 1.130
O3 -1.745 0.475 1.332
N2 -3.668 -0.468 2.002
C7 -4.674 -1.513 1.890
C8 -3.664 0.322 3.226
H1 -2.298 0.584 -5.416
H2 -1.580 -0.784 -4.558
H3 -0.542 0.392 -5.371
H4 -2.238 2.878 -4.316
H5 -0.473 2.757 -4.450
H6 -1.228 3.035 -2.868
H7 -0.458 -1.364 -2.489
H8 -2.231 -1.367 -2.632
H9 -2.960 -2.196 0.081
H10 -3.470 -0.746 -0.815
H11 -4.978 -1.663 0.857
H12 -5.552 -1.213 2.457
H13 -4.314 -2.462 2.295
H14 -2.986 1.161 3.107
H15 -3.348 -0.281 4.081
H16 -4.668 0.700 3.416
S1 1.178 -1.258 0.596
C9 1.543 -1.453 2.213
N3 2.718 -1.891 2.693
C10 2.713 -2.065 4.142
C11 1.399 -1.371 4.539
N4 0.711 -1.252 3.256
H17 3.423 -2.272 2.088
H18 3.583 -1.590 4.593
H19 2.716 -3.123 4.412
H20 1.588 -0.390 4.982
H21 0.815 -1.969 5.237
H22 -0.096 -0.667 3.132
N5 3.314 2.345 -0.991
C12 1.996 2.340 -0.700
O4 1.325 1.280 -0.885
C13 1.401 3.516 -0.155
C14 2.169 4.665 0.122
N6 2.861 5.555 0.371
C15 0.070 3.370 0.258
N7 -1.030 3.185 0.621
H23 3.710 1.537 -1.436
H24 3.829 3.210 -0.976
C16 0.187 2.783 3.753
C17 1.154 2.143 2.812
N8 2.490 2.246 3.076
O5 0.784 1.430 1.850
H25 0.558 3.750 4.091
H26 0.024 2.154 4.634
H27 -0.763 2.926 3.241
H28 2.782 3.050 3.609
H29 3.101 2.004 2.308

Charges per atom according to natural (NBO) partitioning, unit e: 1.1302, -0.4100, -0.3759, -0.4221, 0.6901, -0.6532, -0.1601, -0.4999, -0.1551, 0.6866, -0.6391, -0.3796, -0.4169, -0.4188, 0.2177, 0.2121, 0.2163, 0.2117, 0.2113, 0.2515, 0.2391, 0.2045, 0.2161, 0.2119, 0.2148, 0.2284, 0.2107, 0.2431, 0.2034, 0.2184, -0.1558, 0.3206, -0.5808, -0.2245, -0.2255, -0.5946, 0.4274, 0.2154, 0.2041, 0.1971, 0.2141, 0.4182, -0.8027, 0.6931, -0.7140, -0.5725, 0.2900, -0.3580, 0.3095, -0.4404, 0.4140, 0.4169, -0.7164, 0.6632, -0.7950, -0.6467, 0.2426, 0.2350, 0.2627, 0.4043, 0.4112

> The highest DFT total energy belongs to which entry?

C17H29N4O9